Computed, not measured: HfIY as an isolated structure in a non-equilibrium geometry, with ωB97M-V/def2-TZVPD.

Computed properties:
- Strongest force on any atom: 4.58 eV/Å
- HOMO: -37.86 eV
- Kohn-Sham gap: 6.328 eV
- ΔE to the lowest compared entry with this formula, charge and spin: 7.8 kcal per mole
- Net charge: +6

Geometry (Å):
Y (-20.00120, 31.71658, -5.40212)
Hf (-18.75734, 30.17568, -10.76756)
I (-18.65501, 30.75567, -7.85371)


Computed, not measured: a 2-piece molecular cluster, C2H4O4 overall in a non-equilibrium geometry, with ωB97M-V/def2-TZVPD.

Computed properties:
- SMILES string: O=CO.O=CO
- Strongest force on any atom: 4.35 eV/Å
- HOMO: -10.82 eV
- Kohn-Sham gap: 11.366 eV
- ΔE to the lowest compared entry with this formula, charge and spin: 31.4 kcal per mole

Geometry (Å):
O (-2.63456, -1.37965, 0.70114)
C (-2.76023, -1.94645, 1.79828)
O (-2.73253, -3.29734, 1.92159)
H (-3.01711, -1.48638, 2.77297)
H (-2.63162, -3.56524, 2.87557)
O (2.92748, 1.71706, -0.49251)
C (2.91727, 2.12591, -1.66015)
O (1.91062, 2.78456, -2.32975)
H (3.69372, 1.91530, -2.42201)
H (2.32697, 3.13221, -3.16510)


Computed, not measured: a single C4H6BrF molecule in a non-equilibrium geometry, with ωB97M-V/def2-TZVPD.

Computed properties:
- SMILES string: C[C@H](Br)/C=C/F
- Strongest force on any atom: 4.07 eV/Å
- HOMO: -9.77 eV
- Kohn-Sham gap: 10.547 eV
- ΔE to the lowest compared entry with this formula, charge and spin: 5.6 kcal per mole

Geometry (Å):
C (-1.15510, 0.21960, -0.21267)
C (0.31937, 0.51048, 0.42457)
Br (0.61665, 2.52395, 0.66704)
C (1.42244, -0.11357, -0.40994)
C (2.24311, -1.01738, 0.04978)
F (3.20517, -1.43422, -0.66197)
H (-1.33622, 0.65031, -1.29331)
H (-1.92303, 0.74137, 0.44745)
H (-1.19468, -0.88204, -0.17648)
H (0.22799, 0.10540, 1.50857)
H (1.71516, 0.46381, -1.32261)
H (2.20005, -1.56262, 0.97545)